(1)
C2HAuFO2 | the ωB97M-V functional and the def2-TZVPD basis

```
7
Properties=species:S:1:pos:R:3:lowdin_charge:R:1
C 0.17 -0.37 0.54 -0.266
C -0.39 -0.21 -0.76 -0.225
O -1.27 -0.80 -1.32 0.493
O 0.94 0.63 0.97 0.167
Au -0.52 -1.70 1.67 1.441
H 1.00 1.36 0.23 0.229
F 0.07 1.07 -1.33 0.161
```

Properties
Energy in a.u.: -461.77132
Total charge: +2
HOMO-LUMO gap (alpha / beta) in Eh: 0.318 / 0.306
Energy relative to the best compared isomer or geometry (same formula, charge and spin) in eV: 0.000
Expectation value of S²: 3.766
2S+1: 4

(2)
C9H16AlCl2NO7PS | the ωB97M-V functional and the def2-TZVPD basis

```
38
Properties=species:S:1:pos:R:3:lowdin_charge:R:1
C -3.20 0.84 3.90 -0.304
P -2.76 1.17 2.06 0.979
O -1.80 2.67 2.15 -0.392
C -1.67 -0.16 1.27 -0.558
C -2.63 -0.74 0.06 -0.242
S -4.45 -0.82 0.40 0.752
O -4.87 -1.31 1.83 -0.462
O -5.23 0.48 -0.03 -0.491
O -0.78 0.74 0.45 -0.290
Al 0.79 0.61 1.55 -0.043
Cl 2.72 1.53 0.79 0.116
O 0.55 -1.29 1.48 -0.258
C -0.84 -1.29 2.06 -0.670
Cl -0.34 -1.18 3.84 0.735
O -1.16 -2.73 1.82 -0.075
C -1.31 -3.33 3.15 -0.314
N -1.74 -4.23 4.01 0.078
H -2.90 -0.22 4.30 0.024
H -4.40 0.85 3.95 0.053
H -2.85 1.73 4.56 0.051
H -2.51 3.38 1.96 0.065
H -2.50 -0.05 -0.91 0.149
H -2.32 -1.82 -0.32 0.131
H -4.99 -1.83 -0.45 0.081
H 0.34 1.38 2.87 -0.031
C 4.89 0.33 -3.99 -0.192
C 4.11 -0.33 -2.88 -0.181
C 2.99 0.66 -2.65 -0.222
O 2.74 1.30 -3.91 -0.140
C 3.80 0.97 -4.82 -0.218
H 5.51 -0.37 -4.57 0.109
H 5.55 1.10 -3.58 0.115
H 3.70 -1.28 -3.24 0.115
H 4.70 -0.52 -1.99 0.116
H 3.29 1.44 -1.94 0.070
H 2.08 0.19 -2.29 0.119
H 3.39 0.26 -5.55 0.112
H 4.13 1.87 -5.34 0.112
```

Properties
Energy in a.u.: -2836.25674
Total charge: -1
HOMO-LUMO gap in Eh: 0.292

(3)
C6H14O | the ωB97M-V functional and the def2-TZVPD basis

```
21
Properties=species:S:1:pos:R:3:lowdin_charge:R:1
C 0.11 3.79 0.68 -0.153
C 0.22 2.35 1.14 -0.273
C -0.43 1.35 0.15 -0.253
C 0.34 0.40 -0.66 -0.133
C -0.02 -0.88 -0.57 -0.168
C 0.59 -2.14 -1.19 -0.103
H 0.53 3.93 -0.30 0.068
H 0.79 4.45 1.26 0.073
H -0.87 4.21 0.85 0.067
H 0.02 2.14 2.21 0.104
H 1.39 2.27 1.19 0.126
H -1.14 1.94 -0.54 0.126
H -1.34 0.97 0.70 0.118
H 1.07 0.69 -1.38 0.105
H -0.79 -1.17 0.14 0.095
H 0.70 -2.90 -0.40 0.063
H 1.66 -1.86 -1.34 0.072
H 0.27 -2.43 -2.19 0.066
H -1.22 -5.83 -0.70 0.030
H -0.57 -5.79 0.73 0.030
O -1.31 -5.50 0.19 -0.059
```

Properties
Energy in a.u.: -312.17466
SMILES string: C/C=C/CCC.O
HOMO-LUMO gap in Eh: 0.366
Energy relative to the best compared isomer or geometry (same formula, charge and spin) in eV: 2.187

(4)
C8H32AgF2InNO12S2 | the ωB97M-V functional and the def2-TZVPD basis

```
59
Properties=species:S:1:pos:R:3:lowdin_charge:R:1
In 0.39 -12.86 23.20 1.132
Ag -0.86 -12.67 18.44 0.898
N -2.71 -13.52 19.19 -0.381
S -3.18 -13.44 20.84 0.666
O -2.04 -13.47 21.71 -0.418
O -4.49 -13.97 21.28 -0.240
F -3.54 -11.81 20.80 -0.185
S -3.48 -14.71 18.82 0.441
O -4.88 -14.51 18.50 -0.266
O -3.07 -15.96 19.48 -0.264
F -2.92 -14.99 17.35 -0.160
C -3.00 -18.59 21.02 -0.157
O -3.58 -19.61 21.77 -0.090
H -3.85 -18.19 20.47 0.080
H -2.69 -17.73 21.61 0.066
H -2.18 -18.82 20.33 0.108
H -2.97 -20.35 21.86 0.128
C -7.64 -15.78 18.69 -0.064
O -7.62 -14.50 18.17 0.093
H -8.61 -15.95 19.13 0.121
H -7.31 -16.44 17.89 0.139
H -6.89 -15.82 19.48 0.097
H -6.70 -14.22 18.14 0.058
C -4.74 -16.86 23.82 0.078
O -5.31 -18.08 23.17 0.308
H -5.17 -16.60 24.79 0.134
H -3.68 -16.99 24.04 0.110
H -4.77 -15.96 23.21 0.121
H -4.66 -18.67 22.78 0.076
C -4.68 -10.82 18.35 -0.153
O -3.50 -11.30 17.86 -0.156
H -5.09 -11.72 18.82 0.063
H -4.57 -10.06 19.13 0.095
H -5.27 -10.52 17.49 0.103
H -3.34 -12.12 18.33 -0.049
C -3.16 -13.11 24.82 -0.168
O -2.12 -13.92 24.48 -0.244
H -3.01 -12.67 25.81 0.102
H -3.26 -12.23 24.18 0.089
H -4.06 -13.71 24.88 0.089
H -2.23 -14.70 25.02 0.095
C 0.20 -15.83 18.16 -0.148
O 0.00 -14.85 19.10 -0.183
H -0.15 -16.77 18.58 0.097
H -0.43 -15.57 17.32 0.082
H 1.24 -15.94 17.85 0.105
H 0.39 -15.17 19.92 0.099
C -4.20 -13.49 15.26 -0.110
O -5.36 -12.90 14.83 0.104
H -4.24 -14.57 15.36 0.118
H -3.56 -13.42 14.38 0.123
H -3.78 -13.05 16.16 0.075
H -5.96 -12.84 15.57 0.117
C -5.90 -10.69 22.48 -0.158
O -6.13 -11.49 23.61 -0.128
H -6.08 -11.30 21.59 0.057
H -6.69 -9.94 22.44 0.095
H -4.85 -10.40 22.50 0.076
H -6.96 -11.96 23.50 0.080
```

Properties
Energy in a.u.: -2613.37684
Total charge: +3
HOMO-LUMO gap (alpha / beta) in Eh: 0.266 / 0.095
Expectation value of S²: 2.010
2S+1: 3

(5)
C11H7BrF5N2OsS | the ωB97M-V functional and the def2-TZVPD basis

```
28
Properties=species:S:1:pos:R:3:lowdin_charge:R:1
Os 1.27 -0.01 0.79 1.310
F -2.65 -4.73 -3.21 0.256
C -2.06 -4.05 -2.27 -0.098
C -1.16 -3.03 -2.53 -0.053
F -0.85 -2.69 -3.73 0.275
C -0.53 -2.31 -1.45 -0.157
F 0.31 -1.36 -1.81 0.134
C -0.76 -2.56 -0.12 -0.427
S 0.05 -1.76 1.25 0.708
C -1.67 -3.59 0.14 -0.145
F -1.98 -3.94 1.33 0.250
C -2.32 -4.33 -0.93 -0.040
F -3.15 -5.26 -0.59 0.296
N 3.36 0.47 0.55 -0.032
H 3.96 -0.16 1.10 0.105
H 3.59 1.42 0.87 0.103
H 3.71 0.40 -0.41 0.105
Br -0.66 4.41 3.82 0.959
C -0.19 3.72 2.16 -0.653
C -0.31 4.48 0.99 0.002
C 0.05 3.93 -0.23 0.021
C 0.53 2.64 -0.28 -0.091
N 0.65 1.91 0.86 -0.219
C 0.29 2.43 2.06 -0.144
H -0.69 5.49 1.05 0.144
H -0.03 4.50 -1.14 0.146
H 0.84 2.18 -1.21 0.126
H 0.40 1.80 2.93 0.121
```

Properties
Energy in a.u.: -4093.82477
Total charge: +3
HOMO-LUMO gap (alpha / beta) in Eh: 0.217 / 0.170
Energy relative to the best compared isomer or geometry (same formula, charge and spin) in eV: 0.000
Expectation value of S²: 6.046
2S+1: 5

(6)
C7H5N3O2 | the ωB97M-V functional and the def2-TZVPD basis

```
17
Properties=species:S:1:pos:R:3:lowdin_charge:R:1
C 0.94 -0.95 -1.11 -0.321
C 0.41 0.86 0.01 -0.269
C 0.02 2.71 1.36 -0.149
C -0.97 2.02 2.07 -0.094
C -1.41 0.82 1.57 -0.051
C -0.76 0.28 0.50 -0.188
C -0.32 -1.75 -0.77 -0.405
H 1.29 -2.44 -2.16 0.151
H 0.10 3.78 1.63 0.112
H -1.50 2.40 3.08 0.148
H -2.34 0.28 1.94 0.142
H -2.04 -1.41 0.18 0.195
N 1.29 0.27 -0.88 0.224
N 0.71 2.16 0.34 0.132
N -1.08 -1.00 0.01 0.166
O 1.80 -1.67 -1.76 0.123
O -0.48 -2.91 -1.09 0.083
```

Properties
Energy in a.u.: -584.50064
SMILES string: O=c1[nH]c2cccnc2nc1O
HOMO-LUMO gap in Eh: 0.326
Energy relative to the best compared isomer or geometry (same formula, charge and spin) in eV: 0.431